This record from the OMol25 dataset describes CH2N2P2 in the gas phase in a non-equilibrium geometry. The level of theory is ωB97M-V with the def2-TZVPD basis set.

```
! wB97M-V def2-TZVPD RIJCOSX def2/J DEFGRID3
* xyz 0 1
C 0.760 0.414 -0.503
N 0.492 -0.569 -1.209
N -0.807 -1.372 -0.681
P -1.689 -0.568 0.318
P -0.316 1.070 0.885
H 1.572 1.026 -0.773
H -0.012 -0.001 1.963
*
```

Summary:
Molecular weight = 103.99 g mol⁻¹
Relative energy (zero: lowest compared OMol25 entry of this formula, charge and spin) = 66.7 kcal/mol
Strongest force on any atom = 3.59 eV/Å
Electronic energy = -22624.0628 eV
HOMO energy = -9.50 eV
Orbital gap = 0.3261 Ha

Results of the Löwdin charge analysis, in e, for atoms 1 through 4: number 1, C, carries -0.568; number 2, N, carries -0.063; number 3, N, carries -0.426; number 4, P, carries 0.531

***

This record from the OMol25 dataset describes a gas-phase ion, CH2N3O (charge +1) in a non-equilibrium geometry. The level of theory is ωB97M-V with the def2-TZVPD basis set.

```
! wB97M-V def2-TZVPD RIJCOSX def2/J DEFGRID3
* xyz 1 1
C -0.047 -0.181 -0.313
N -1.569 -1.072 1.449
N -0.839 -0.583 0.771
N 0.775 0.783 -0.191
O -0.323 -1.042 -1.432
H 0.570 1.362 0.660
H 1.433 0.734 -0.943
*
```

Summary:
Molecular weight = 72.05 g mol⁻¹
Relative energy (zero: lowest compared OMol25 entry of this formula, charge and spin) = 89.8 kcal/mol
Strongest force on any atom = 11.96 eV/Å
Electronic energy = -7575.8414 eV
HOMO energy (spin up / spin down) = -16.63 / -16.62 eV
Orbital gap (spin up / spin down) = 0.3233 / 0.3232 Ha

Results of the Löwdin charge analysis, in e, for atoms 1 through 4: number 1, C, carries -0.372; number 2, N, carries 0.481; number 3, N, carries 0.202; number 4, N, carries 0.276

***

This record from the OMol25 dataset describes 2 unconnected molecules or ions with the total composition CH2N3O in a non-equilibrium geometry. The level of theory is ωB97M-V with the def2-TZVPD basis set.

```
! wB97M-V def2-TZVPD RIJCOSX def2/J DEFGRID3
* xyz 1 1
C -0.274 0.862 0.155
N 2.613 -0.888 -0.318
N 1.493 -0.999 -0.349
N -1.220 0.037 0.122
O 0.464 1.744 0.218
H -1.319 -0.392 -0.751
H -1.758 -0.364 0.922
*
```

Summary:
Molecular weight = 72.05 g mol⁻¹
Relative energy (zero: lowest compared OMol25 entry of this formula, charge and spin) = 9.7 kcal/mol
Strongest force on any atom = 5.40 eV/Å
Electronic energy = -7579.3127 eV
HOMO energy = -18.99 eV
Orbital gap = 0.4734 Ha

Results of the Löwdin charge analysis, in e, for atoms 1 through 4: number 1, C, carries -0.175; number 2, N, carries 0.122; number 3, N, carries 0.033; number 4, N, carries 0.297

***

This record from the OMol25 dataset describes CH2N4O in the gas phase in a non-equilibrium geometry. The level of theory is ωB97M-V with the def2-TZVPD basis set.

```
! wB97M-V def2-TZVPD RIJCOSX def2/J DEFGRID3
* xyz 0 1
C -0.464 0.853 -0.076
H 1.832 -0.504 0.740
H -0.301 1.934 -0.270
N 0.417 -0.161 -0.148
N -1.662 0.313 0.018
N -1.437 -1.009 -0.038
N -0.127 -1.297 -0.148
O 1.742 -0.129 -0.077
*
```

Summary:
Molecular weight = 86.05 g mol⁻¹
Relative energy (zero: lowest compared OMol25 entry of this formula, charge and spin) = 65.9 kcal/mol
Strongest force on any atom = 4.23 eV/Å
Electronic energy = -9073.4401 eV
HOMO energy = -10.86 eV
Orbital gap = 0.4178 Ha

Results of the Löwdin charge analysis, in e, for atoms 1 through 4: number 1, C, carries -0.126; number 2, H, carries 0.074; number 3, H, carries 0.138; number 4, N, carries -0.265

***

This record from the OMol25 dataset describes a molecular structure, CH2N4O in a non-equilibrium geometry. The level of theory is ωB97M-V with the def2-TZVPD basis set.

```
! wB97M-V def2-TZVPD RIJCOSX def2/J DEFGRID3
* xyz 0 3
C 0.669 -1.065 0.866
N -0.711 0.803 -1.595
N -0.421 -0.385 -1.325
N -0.381 1.262 -0.322
N -0.150 -0.126 -0.026
O 1.135 -0.613 1.871
H 0.591 -2.024 0.359
H -0.732 2.148 0.172
*
```

Summary:
Molecular weight = 86.05 g mol⁻¹
Relative energy (zero: lowest compared OMol25 entry of this formula, charge and spin) = 71.0 kcal/mol
Strongest force on any atom = 5.72 eV/Å
Electronic energy = -9067.8094 eV
HOMO energy (spin up / spin down) = -5.64 / -10.79 eV
Orbital gap (spin up / spin down) = 0.2289 / 0.2548 Ha

Results of the Löwdin charge analysis, in e, for atoms 1 through 4: number 1, C, carries -0.317; number 2, N, carries -0.001; number 3, N, carries -0.041; number 4, N, carries 0.020

***

This record from the OMol25 dataset describes CH2N4O2 in the gas phase in a non-equilibrium geometry. The level of theory is ωB97M-V with the def2-TZVPD basis set.

```
! wB97M-V def2-TZVPD RIJCOSX def2/J DEFGRID3
* xyz 0 1
C 0.853 1.036 0.052
N 0.080 -0.048 0.078
N 2.165 0.902 0.054
N 0.645 -1.182 0.059
N 2.898 0.014 -0.227
O 3.843 -0.621 0.102
O -0.208 -2.218 -0.015
H 0.414 2.011 0.048
H -1.131 -1.896 -0.056
*
```

Summary:
Molecular weight = 102.05 g mol⁻¹
Relative energy (zero: lowest compared OMol25 entry of this formula, charge and spin) = 125.4 kcal/mol
Strongest force on any atom = 3.31 eV/Å
Electronic energy = -11118.1845 eV
HOMO energy (spin up / spin down) = -8.38 / -8.52 eV
Orbital gap (spin up / spin down) = 0.2825 / 0.2845 Ha

Results of the Löwdin charge analysis, in e, for atoms 1 through 4: number 1, C, carries -0.198; number 2, N, carries 0.009; number 3, N, carries 0.110; number 4, N, carries -0.057

***

This record from the OMol25 dataset describes 2 unconnected molecules or ions with the total composition CH2N4O2 in a non-equilibrium geometry. The level of theory is ωB97M-V with the def2-TZVPD basis set.

```
! wB97M-V def2-TZVPD RIJCOSX def2/J DEFGRID3
* xyz 0 1
C 1.030 -0.044 -1.132
N 0.749 1.213 -0.890
N 0.657 -0.829 -0.081
N 0.191 1.269 0.305
N 0.180 -0.099 0.797
O -1.624 -0.518 1.117
O -0.133 2.200 0.972
H 1.702 -0.474 -1.983
H -1.406 -0.198 1.975
*
```

Summary:
Molecular weight = 102.05 g mol⁻¹
Relative energy (zero: lowest compared OMol25 entry of this formula, charge and spin) = 142.5 kcal/mol
Strongest force on any atom = 3.12 eV/Å
Electronic energy = -11117.4437 eV
HOMO energy (spin up / spin down) = -10.35 / -10.29 eV
Orbital gap (spin up / spin down) = 0.2860 / 0.3180 Ha

Results of the Löwdin charge analysis, in e, for atoms 1 through 4: number 1, C, carries -0.142; number 2, N, carries 0.123; number 3, N, carries 0.035; number 4, N, carries -0.281

***

This record from the OMol25 dataset describes a molecular structure, CH2N4O2S in a non-equilibrium geometry. The level of theory is ωB97M-V with the def2-TZVPD basis set.

```
! wB97M-V def2-TZVPD RIJCOSX def2/J DEFGRID3
* xyz 0 1
C -0.583 0.376 -0.602
N 0.280 -0.219 0.095
N -1.795 -0.652 0.705
N -1.894 0.181 -0.327
N -0.683 -0.988 1.114
O 2.319 1.533 0.508
O 2.747 -0.115 -1.264
S 2.534 0.138 0.174
H -0.313 0.890 -1.539
H -2.612 -1.143 1.137
*
```

Summary:
Molecular weight = 134.12 g mol⁻¹
Relative energy (zero: lowest compared OMol25 entry of this formula, charge and spin) = 0.0 kcal/mol
Strongest force on any atom = 6.56 eV/Å
Electronic energy = -21956.8526 eV
HOMO energy = -10.56 eV
Orbital gap = 0.3908 Ha

Results of the Löwdin charge analysis, in e, for atoms 1 through 4: number 1, C, carries -0.282; number 2, N, carries -0.012; number 3, N, carries -0.120; number 4, N, carries 0.080

***

This record from the OMol25 dataset describes CH2N4S in the gas phase in a non-equilibrium geometry. The level of theory is ωB97M-V with the def2-TZVPD basis set.

```
! wB97M-V def2-TZVPD RIJCOSX def2/J DEFGRID3
* xyz 0 1
C -0.595 -0.240 -0.104
H -2.376 0.998 0.392
H 2.297 0.770 0.082
N 0.119 -1.361 -0.040
N 1.362 -1.028 -0.051
N 1.361 0.312 -0.077
N 0.145 0.868 -0.118
S -2.313 -0.320 -0.083
*
```

Summary:
Molecular weight = 102.12 g mol⁻¹
Relative energy (zero: lowest compared OMol25 entry of this formula, charge and spin) = 9.0 kcal/mol
Strongest force on any atom = 1.94 eV/Å
Electronic energy = -17863.4166 eV
HOMO energy = -9.41 eV
Orbital gap = 0.3763 Ha

Results of the Löwdin charge analysis, in e, for atoms 1 through 4: number 1, C, carries -0.867; number 2, H, carries -0.082; number 3, H, carries 0.179; number 4, N, carries -0.016

***

This record from the OMol25 dataset describes a molecular structure, CH2NO2 in a non-equilibrium geometry. The level of theory is ωB97M-V with the def2-TZVPD basis set.

```
! wB97M-V def2-TZVPD RIJCOSX def2/J DEFGRID3
* xyz -1 1
N -0.011 0.801 0.048
C -1.023 0.911 0.637
O 1.384 -0.962 -0.931
O -2.057 1.012 1.237
H 1.108 -1.728 -0.420
H 0.601 -0.033 -0.571
*
```

Summary:
Molecular weight = 60.03 g mol⁻¹
Relative energy (zero: lowest compared OMol25 entry of this formula, charge and spin) = 16.1 kcal/mol
Strongest force on any atom = 2.38 eV/Å
Electronic energy = -6655.6779 eV
HOMO energy = -4.39 eV
Orbital gap = 0.3187 Ha

Results of the Löwdin charge analysis, in e, for atoms 1 through 4: number 1, N, carries 0.096; number 2, C, carries -0.544; number 3, O, carries -0.387; number 4, O, carries -0.030